1.
133
Properties=species:S:1:pos:R:3:lowdin_charge:R:1 method="wB97M-V/def2-TZVPD" smiles="O=C(F)NC(=O)C(=O)O[C@](F)(CCO)CCCSC(=S)N(c1ccccc1)c1ccccc1.C[C@@H]1COC(=O)O1.C[C@@H]1COC(=O)O1.C[C@@H]1COC(=O)O1.C[C@@H]1COC(=O)O1.C[C@@H]1COC(=O)O1.C[C@@H]1COC(=O)O1" multiplicity=1 orbital_gap_ev=7.44
O 4.498 2.605 3.712 0.175
C 5.234 1.718 3.989 -0.472
F 6.566 1.854 3.660 0.088
N 4.699 0.553 4.655 0.160
C 5.366 -0.693 4.214 -0.280
O 6.526 -0.926 4.390 0.161
C 4.398 -1.753 3.516 -0.333
O 4.306 -2.813 4.047 0.204
O 3.712 -1.338 2.378 0.068
C 4.395 -1.710 1.181 -0.411
F 5.022 -2.985 1.326 0.021
C 5.568 -0.716 0.788 -0.041
C 5.101 0.780 0.687 -0.207
O 4.880 1.111 -0.701 -0.084
C 3.451 -1.852 -0.071 -0.073
C 2.315 -0.754 -0.151 -0.244
C 1.024 -1.463 -0.789 -0.430
S -0.117 -1.855 0.638 0.884
C -1.183 -0.363 0.670 -0.945
S -0.498 1.128 0.385 0.742
N -2.588 -0.524 0.906 -0.088
C -3.185 0.616 1.598 -0.245
C -2.913 1.033 2.970 -0.026
C -3.559 2.205 3.594 -0.065
C -4.497 3.008 2.802 -0.081
C -4.748 2.593 1.425 -0.083
C -4.135 1.428 0.808 0.006
C -2.925 -1.810 1.510 -0.261
C -3.614 -2.779 0.640 -0.015
C -3.961 -4.117 1.149 -0.086
C -3.670 -4.531 2.535 -0.079
C -2.983 -3.564 3.396 -0.063
C -2.614 -2.237 2.870 -0.026
H 4.731 0.650 5.673 0.155
H 6.403 -0.883 1.514 0.089
H 5.892 -1.034 -0.244 0.139
H 5.943 1.442 1.053 0.121
H 4.162 0.992 1.263 0.125
H 4.483 1.994 -0.778 0.089
H 4.038 -1.818 -1.025 0.102
H 2.955 -2.854 0.022 0.126
H 2.040 -0.313 0.837 0.074
H 2.571 0.102 -0.833 0.088
H 1.321 -2.387 -1.350 0.084
H 0.444 -0.743 -1.429 0.047
H -2.185 0.481 3.603 0.092
H -3.355 2.503 4.655 0.097
H -4.952 3.912 3.276 0.092
H -5.445 3.223 0.818 0.098
H -4.320 1.119 -0.269 0.106
H -3.853 -2.530 -0.420 0.121
H -4.456 -4.880 0.495 0.098
H -3.918 -5.540 2.931 0.093
H -2.748 -3.857 4.442 0.096
H -2.067 -1.569 3.570 0.095
C -5.624 3.356 -5.094 -0.019
C -4.858 2.993 -3.843 -0.336
C -3.366 3.121 -3.968 -0.106
O -2.907 2.202 -2.978 0.056
C -3.867 1.244 -2.860 -0.552
O -3.734 0.226 -2.257 0.144
O -4.999 1.604 -3.529 0.089
H -5.133 2.965 -5.989 0.086
H -6.627 2.927 -5.071 0.090
H -5.706 4.440 -5.197 0.091
H -5.242 3.564 -2.991 0.163
H -3.007 4.129 -3.762 0.145
H -2.983 2.795 -4.941 0.137
C -8.878 -2.916 2.311 -0.019
C -8.298 -2.006 1.251 -0.335
C -6.818 -2.161 1.042 -0.111
O -6.460 -0.881 0.518 0.064
C -7.353 0.009 1.021 -0.514
O -7.248 1.193 0.941 0.130
O -8.388 -0.631 1.638 0.091
H -8.223 -2.977 3.183 0.088
H -9.839 -2.536 2.662 0.088
H -9.019 -3.924 1.919 0.089
H -8.853 -2.122 0.315 0.161
H -6.570 -2.954 0.339 0.134
H -6.262 -2.318 1.971 0.137
C 9.229 -0.992 2.202 -0.010
C 9.739 -2.150 1.373 -0.328
C 11.156 -2.000 0.900 -0.101
O 11.166 -2.825 -0.267 0.066
C 9.895 -2.823 -0.756 -0.536
O 9.579 -3.257 -1.820 0.152
O 9.033 -2.253 0.131 0.088
H 9.548 -0.033 1.785 0.095
H 8.141 -0.982 2.220 0.045
H 9.597 -1.056 3.227 0.097
H 9.591 -3.090 1.915 0.164
H 11.887 -2.347 1.630 0.142
H 11.407 -0.979 0.598 0.140
C -8.673 3.321 2.306 -0.023
C -8.538 4.827 2.314 -0.337
C -9.382 5.523 3.344 -0.106
O -9.542 6.820 2.769 0.060
C -9.463 6.659 1.418 -0.550
O -9.734 7.500 0.620 0.160
O -9.038 5.403 1.102 0.086
H -9.716 3.015 2.431 0.091
H -8.336 2.909 1.360 0.060
H -8.089 2.875 3.113 0.094
H -7.482 5.106 2.401 0.153
H -8.897 5.585 4.318 0.140
H -10.374 5.078 3.465 0.139
C 7.852 -5.184 -4.151 -0.015
C 6.770 -4.220 -4.584 -0.336
C 7.280 -2.906 -5.101 -0.097
O 6.169 -2.041 -4.853 0.067
C 5.509 -2.557 -3.782 -0.534
O 4.643 -1.995 -3.185 0.146
O 5.972 -3.798 -3.473 0.093
H 8.645 -4.671 -3.602 0.065
H 7.445 -5.945 -3.483 0.092
H 8.299 -5.676 -5.017 0.089
H 6.102 -4.707 -5.303 0.158
H 7.525 -2.933 -6.162 0.140
H 8.140 -2.525 -4.543 0.140
C 2.145 0.917 -4.485 -0.006
C 1.290 1.707 -3.520 -0.338
C 0.972 3.106 -3.971 -0.100
O 0.733 3.770 -2.729 0.063
C 1.474 3.116 -1.792 -0.572
O 1.662 3.507 -0.682 0.140
O 1.981 1.956 -2.294 0.052
H 2.946 1.532 -4.903 0.089
H 2.624 0.076 -3.978 0.082
H 1.543 0.534 -5.311 0.090
H 0.381 1.144 -3.278 0.154
H 0.094 3.155 -4.615 0.134
H 1.810 3.602 -4.468 0.140



2.
15
Properties=species:S:1:pos:R:3:lowdin_charge:R:1 method="wB97M-V/def2-TZVPD" smiles="C=C(F)[C@]1(S)C[C@H]1O" de_lowest_ev=2.9668 multiplicity=1 orbital_gap_ev=10.16
C 1.885 -0.686 -0.969 0.105
C 1.422 0.231 -0.136 -0.366
F 2.189 1.075 0.631 0.038
C 0.031 0.469 0.185 -0.704
S -0.647 2.111 -0.347 0.770
C -0.552 -0.099 1.411 -0.079
C -0.839 -0.729 0.075 -0.291
O -2.234 -0.559 -0.419 -0.156
H 2.943 -0.733 -1.214 0.074
H 1.365 -1.328 -1.644 0.070
H -1.217 1.555 -1.663 0.006
H -1.320 0.495 1.758 0.070
H 0.068 -0.465 2.194 0.117
H -0.516 -1.756 -0.034 0.149
H -2.578 0.418 0.171 0.196



3.
86
Properties=species:S:1:pos:R:3:lowdin_charge:R:1 method="wB97M-V/def2-TZVPD" multiplicity=8 orbital_gap_ev="5.95 / 8.29"
Eu -1.144 0.501 0.020 1.576
O 0.245 3.807 2.204 -0.014
C 0.148 2.947 1.311 -0.531
N 0.344 1.633 1.416 -0.103
C 0.520 1.205 2.789 -0.175
C -0.201 -0.087 3.135 -0.248
C 0.155 -0.787 4.290 -0.024
C -0.540 -1.924 4.639 -0.063
C -1.587 -2.362 3.833 -0.060
C -1.871 -1.626 2.703 -0.134
N -1.198 -0.521 2.363 0.022
C -0.250 3.531 -0.067 -0.191
C 0.081 4.861 -0.309 -0.003
C -0.379 5.471 -1.458 -0.055
C -1.188 4.755 -2.334 -0.066
C -1.454 3.439 -2.026 -0.147
N -0.981 2.834 -0.936 -0.005
H 0.158 1.986 3.467 0.122
H 1.580 1.084 3.041 0.111
H 0.979 -0.422 4.892 0.118
H -0.264 -2.471 5.533 0.108
H -2.155 -3.253 4.062 0.104
H -2.650 -1.930 2.012 0.107
H 0.663 5.386 0.435 0.116
H -0.128 6.505 -1.665 0.107
H -1.597 5.194 -3.235 0.103
H -2.056 2.823 -2.686 0.112
O -2.535 -3.446 -0.912 -0.013
C -1.487 -2.805 -0.737 -0.666
O -1.376 -1.547 -0.731 -0.270
C -0.163 -3.536 -0.520 -0.148
C 0.898 -2.694 0.207 -0.262
Ge 1.787 -1.272 -0.752 0.978
C 3.140 -2.183 -1.858 -0.236
C 4.110 -2.958 -1.210 -0.107
C 5.112 -3.611 -1.916 -0.091
C 5.171 -3.500 -3.300 -0.100
C 4.229 -2.731 -3.964 -0.089
C 3.225 -2.079 -3.248 -0.089
C 0.903 -0.191 -2.115 -0.336
C 0.174 -0.881 -3.097 -0.129
C -0.192 -0.267 -4.281 -0.072
C 0.192 1.051 -4.534 -0.085
C 0.917 1.743 -3.585 -0.094
C 1.246 1.133 -2.376 -0.124
C 2.901 -0.363 0.537 -0.273
C 3.681 0.762 0.251 -0.094
C 4.576 1.271 1.180 -0.077
C 4.741 0.643 2.412 -0.090
C 4.004 -0.493 2.703 -0.094
C 3.087 -0.984 1.774 -0.128
H 0.200 -3.826 -1.514 0.114
H -0.367 -4.470 0.005 0.113
H 1.749 -3.329 0.474 0.069
H 0.483 -2.307 1.141 0.054
H 4.107 -3.050 -0.127 0.094
H 5.851 -4.202 -1.388 0.100
H 5.952 -4.006 -3.856 0.099
H 4.271 -2.631 -5.043 0.099
H 2.515 -1.477 -3.801 0.086
H -0.101 -1.917 -2.951 0.104
H -0.758 -0.820 -5.020 0.106
H -0.073 1.526 -5.471 0.103
H 1.222 2.767 -3.762 0.107
H 1.807 1.699 -1.641 0.086
H 3.606 1.250 -0.714 0.090
H 5.157 2.153 0.938 0.102
H 5.446 1.036 3.134 0.100
H 4.130 -0.998 3.654 0.102
H 2.512 -1.863 2.040 0.087
C -4.981 2.712 2.537 0.000
N -5.016 1.574 1.620 -0.041
C -6.157 0.867 1.392 -0.052
C -6.185 -0.206 0.585 -0.001
C -4.927 -0.600 0.000 -0.364
N -3.828 0.105 0.175 0.126
C -3.831 1.201 0.978 -0.518
O -2.819 1.874 1.148 -0.061
N -4.854 -1.715 -0.746 0.193
H -5.995 3.091 2.638 0.089
H -4.333 3.479 2.126 0.095
H -4.592 2.420 3.511 0.101
H -7.038 1.231 1.905 0.131
H -7.102 -0.751 0.421 0.108
H -5.673 -2.293 -0.807 0.108
H -3.945 -2.159 -0.937 0.072



4.
33
Properties=species:S:1:pos:R:3:lowdin_charge:R:1 method="wB97M-V/def2-TZVPD" de_lowest_ev=0.3633 multiplicity=2 orbital_gap_ev="10.05 / 4.76"
C -2.949 -1.254 -1.305 -0.020
C -1.811 -1.082 -0.257 -0.335
C -0.493 -1.314 -1.031 -0.072
C 0.332 -0.041 -0.968 -0.641
O 0.761 0.231 0.226 -0.170
O 0.542 0.654 -1.941 0.083
N -1.887 -2.029 0.854 0.304
H -3.932 -1.044 -0.864 0.082
H -2.974 -2.268 -1.774 0.102
H -2.690 -0.547 -2.115 0.105
H -1.816 -0.022 0.053 0.182
H 0.046 -2.131 -0.499 0.120
H -0.487 -1.575 -2.097 0.139
H -0.954 -2.093 1.326 0.103
H -2.505 -1.651 1.578 0.150
H 2.100 -1.441 -0.074 -0.004
H 2.567 -1.897 -1.526 0.052
O 2.510 -2.131 -0.598 -0.035
H 2.185 1.474 2.190 0.013
H 2.780 0.148 2.167 0.034
O 2.472 0.792 2.816 -0.044
H 0.469 1.677 0.783 0.042
H 0.671 3.088 0.317 0.019
O 0.014 2.646 0.867 -0.129
H 0.024 -0.334 2.918 0.075
H 0.546 -0.832 1.477 -0.006
O 0.179 -1.089 2.343 -0.025
H -1.204 2.709 -0.588 -0.006
H -0.361 2.690 -1.986 0.004
O -1.154 2.950 -1.522 -0.079
H 2.175 2.413 -0.783 0.039
H 2.154 1.247 0.059 -0.020
O 2.690 2.055 -0.044 -0.065



5.
42
Properties=species:S:1:pos:R:3:lowdin_charge:R:1 method="wB97M-V/def2-TZVPD" smiles="CC(C)C[C@@H](O)C[C@@H](C)CCC(=O)c1ccoc1" de_lowest_ev=1.9693 multiplicity=1 orbital_gap_ev=9.84
C 0.597 4.138 -2.823 -0.048
C 1.180 2.656 -2.867 -0.372
C 2.646 2.507 -3.315 -0.074
C 0.967 1.932 -1.543 -0.155
C 0.721 0.446 -1.473 -0.414
O 1.848 -0.209 -2.025 -0.030
C 0.445 -0.021 -0.059 -0.118
C -0.877 0.405 0.607 -0.386
C -1.994 0.559 -0.357 -0.080
C -1.314 -0.644 1.653 -0.169
C -0.535 -0.738 2.944 -0.111
C -0.980 -1.917 3.779 -0.374
O -1.813 -1.764 4.628 0.097
C -0.716 -3.296 3.372 -0.142
C -0.036 -3.852 2.200 -0.023
C -0.631 -5.034 1.899 -0.189
O -1.606 -5.285 2.690 0.038
C -1.625 -4.240 3.639 -0.001
H 0.994 4.667 -1.981 0.065
H 0.898 4.710 -3.670 0.054
H -0.502 4.021 -2.844 0.084
H 0.592 2.173 -3.675 0.138
H 2.900 3.238 -4.015 0.049
H 2.833 1.542 -3.919 0.114
H 3.358 2.665 -2.567 0.064
H 1.850 2.182 -0.935 0.138
H 0.132 2.285 -0.988 0.090
H -0.146 0.145 -2.038 0.133
H 2.252 0.434 -2.660 0.057
H 0.458 -1.074 -0.149 0.105
H 1.301 0.378 0.548 0.142
H -0.717 1.413 1.032 0.147
H -1.791 1.423 -0.963 0.073
H -2.854 0.822 0.233 0.080
H -2.130 -0.441 -0.789 0.109
H -2.359 -0.563 1.877 0.115
H -1.184 -1.640 1.142 0.126
H 0.542 -0.742 2.732 0.124
H -0.752 0.151 3.547 0.127
H 0.832 -3.444 1.635 0.124
H -0.308 -5.714 1.125 0.130
H -2.476 -4.273 4.372 0.162



6.
35
Properties=species:S:1:pos:R:3:lowdin_charge:R:1 method="wB97M-V/def2-TZVPD" smiles="O=C(CCc1ccccc1)c1nnc(-c2ccccc2)o1" de_lowest_ev=1.4233 multiplicity=1 orbital_gap_ev=8.81
O 2.237 0.110 2.043 0.140
C 2.171 0.651 0.966 -0.340
C 3.360 0.954 0.092 -0.102
C 3.211 0.263 -1.278 -0.142
C 2.659 -1.126 -1.103 -0.247
C 1.372 -1.435 -1.524 -0.048
C 0.839 -2.693 -1.302 -0.077
C 1.590 -3.660 -0.657 -0.090
C 2.879 -3.366 -0.245 -0.076
C 3.409 -2.108 -0.467 -0.038
C 0.876 1.065 0.393 -0.260
N 0.677 1.849 -0.628 0.117
N -0.637 1.959 -0.798 0.115
C -1.209 1.234 0.130 -0.269
C -2.627 1.050 0.329 -0.150
C -3.096 0.211 1.339 -0.013
C -4.457 0.051 1.516 -0.073
C -5.350 0.720 0.694 -0.079
C -4.884 1.554 -0.312 -0.073
C -3.526 1.722 -0.500 -0.018
O -0.294 0.647 0.921 0.173
H 3.427 2.033 -0.052 0.125
H 4.250 0.600 0.612 0.122
H 2.539 0.851 -1.903 0.100
H 4.191 0.226 -1.759 0.120
H 0.784 -0.685 -2.035 0.112
H -0.165 -2.916 -1.632 0.103
H 1.173 -4.640 -0.478 0.100
H 3.472 -4.118 0.254 0.103
H 4.414 -1.885 -0.141 0.117
H -2.391 -0.306 1.973 0.119
H -4.823 -0.598 2.297 0.106
H -6.412 0.592 0.838 0.104
H -5.583 2.074 -0.949 0.105
H -3.138 2.365 -1.274 0.113